Record 1
The following is a DFT calculation (ωB97M-V with the def2-TZVPD basis set) of C34H24Cl4N6O2S3V as an isolated structure.

The relative energy (zero: lowest compared OMol25 entry of this formula, charge and spin) is 119.1 kJ/mol. The calculation puts the lowest unoccupied orbital energy (spin up / spin down) at 3.8 / 3.8 eV. For the HOMO-LUMO gap (spin up / spin down), the calculation gives 4.176 / 4.218 eV.

ORCA input file:
```
! RIJCOSX wB97M-V def2-TZVPD def2/J DEFGRID3
* xyz -2 2
V 0.17370 -0.85961 0.36518
C 0.27416 3.51101 1.45120
N 0.82417 2.80388 0.31609
C 0.51356 3.41513 -0.95341
C -0.99173 3.42455 -1.27560
N -1.66543 2.13237 -1.24788
C -3.01603 2.22807 -0.73683
C -1.57962 1.39126 -2.46040
C -2.58603 1.45054 -3.41807
C -2.52359 0.72161 -4.59402
C -1.42738 -0.08796 -4.83719
C -0.42350 -0.16743 -3.89582
C -0.48536 0.53803 -2.68923
S 0.84144 0.35902 -1.58068
C 2.16339 2.38329 0.50883
C 3.24590 2.97643 -0.12959
C 4.55122 2.57582 0.11770
C 4.80397 1.57667 1.04103
C 3.74194 0.96108 1.67572
C 2.42519 1.32025 1.39795
S 1.14422 0.44763 2.19898
H 0.53603 4.58612 1.42673
H 0.67172 3.07581 2.36536
H -0.81189 3.41754 1.45999
H 1.03885 2.85344 -1.72613
H 0.84106 4.47894 -0.99586
H -1.09992 3.89408 -2.27164
H -1.49358 4.08103 -0.55739
H -3.64381 2.97473 -1.25749
H -2.98554 2.48684 0.32023
H -3.48883 1.25067 -0.82222
H -3.43614 2.09982 -3.25307
H -3.32495 0.79421 -5.31975
H -1.35673 -0.65166 -5.75931
H 0.43418 -0.80278 -4.05790
H 3.07389 3.77750 -0.83483
H 5.36943 3.06026 -0.39921
H 5.81852 1.26273 1.25087
H 3.91089 0.16468 2.39071
S -6.89883 -3.05541 -0.21503
N -5.54786 -3.50753 -1.06278
C -4.52989 -2.76852 -0.62464
C -3.18271 -2.84736 -1.08326
C -2.70988 -3.74236 -2.04652
C -1.37118 -3.70060 -2.38931
C -0.51586 -2.78965 -1.76287
N -0.92786 -1.95305 -0.82687
C -2.23773 -1.96076 -0.49156
C -2.60212 -1.03455 0.50379
N -1.59424 -0.24240 0.96338
C -1.92722 0.66038 1.87882
C -3.21682 0.82055 2.38597
C -4.23947 0.00180 1.95174
C -3.94085 -0.95158 0.97340
C -4.89787 -1.83830 0.39841
N -6.18744 -1.89153 0.72829
H -3.39592 -4.44508 -2.49681
H -0.96805 -4.37930 -3.12915
H 0.53559 -2.73836 -2.02827
H -1.12079 1.28434 2.23787
H -3.39853 1.59077 3.12116
H -5.25193 0.08028 2.31623
Cl 5.82352 -3.78112 2.23203
C 4.13471 -3.45706 2.08335
C 3.21673 -4.10747 2.89198
Cl 3.77806 -5.28667 4.02027
C 1.85620 -3.82529 2.79837
Cl 0.73795 -4.67170 3.81049
C 1.36461 -2.86414 1.90188
O 0.15191 -2.52047 1.75392
C 2.32917 -2.25334 1.01457
O 1.82389 -1.46971 0.13067
C 3.68393 -2.54449 1.13314
Cl 4.79219 -1.74949 0.07469
*
```


Record 2
The following is a DFT calculation (ωB97M-V with the def2-TZVPD basis set) of C35H33N9O4S2Sc as an isolated structure.

The relative energy (zero: lowest compared OMol25 entry of this formula, charge and spin) is 385.4 kJ/mol. The calculation puts the lowest unoccupied orbital energy at -3.5 eV. For the HOMO-LUMO gap, the calculation gives 6.950 eV.

ORCA input file:
```
! RIJCOSX wB97M-V def2-TZVPD def2/J DEFGRID3
* xyz 1 1
Sc 0.15123 -0.69517 0.08065
C -2.41345 -2.70770 0.96214
C -3.28113 -1.66643 1.66130
C -3.30238 -0.36046 0.92583
C -4.45842 0.38731 0.76289
C -4.42841 1.53853 -0.01305
C -3.23943 1.93099 -0.60798
C -2.13615 1.13863 -0.36626
N -2.15047 0.03294 0.36305
N -0.95091 -2.53619 1.12969
C -0.26143 -3.44313 0.12016
C 0.32248 -2.59237 -0.96139
C -0.15578 -2.38901 -2.32546
C 0.92971 -2.61110 -3.31076
C 2.18236 -2.29179 -2.94585
C 2.40497 -1.77287 -1.61497
N 1.64677 -2.17319 -0.63887
C -0.55395 -2.82238 2.50696
C 0.79384 -2.24137 2.83351
C 1.50892 -2.71817 3.92682
C 2.73728 -2.16019 4.22517
C 3.24420 -1.16788 3.39310
C 2.48702 -0.76335 2.31636
N 1.26005 -1.25210 2.06409
H -2.61867 -2.67201 -0.10946
H -2.69083 -3.70951 1.31042
H -2.96878 -1.51022 2.69508
H -4.29872 -2.05365 1.72503
H -5.37703 0.05712 1.22942
H -5.33111 2.11817 -0.15684
H -3.15932 2.80552 -1.23838
H -0.49991 2.30935 -0.52902
H -0.97638 -4.18249 -0.24505
H 0.55069 -3.96944 0.62286
H -1.09760 -2.87162 -2.56637
H 0.70976 -3.03721 -4.28064
H 3.01152 -2.37163 -3.63522
H 3.33316 -1.28271 -1.34346
H -0.54640 -3.90008 2.70833
H -1.28263 -2.38861 3.19362
H 1.09674 -3.51712 4.52887
H 3.30422 -2.50782 5.07829
H 4.21801 -0.73144 3.56203
H 2.86146 -0.02403 1.61364
S 1.15885 2.26560 2.14536
C -0.27567 1.77233 3.01401
C -0.59144 0.73830 3.86682
C -1.92800 0.62817 4.24330
C -2.31122 -0.50313 5.03944
N -2.54219 -1.46124 5.63079
C -2.89406 1.55116 3.78917
C -2.53928 2.63168 2.98038
C -1.21479 2.71835 2.60475
S -0.23346 3.77056 1.59392
C -4.27916 1.34443 4.10242
N -5.39673 1.20207 4.32698
H 0.14513 0.03209 4.22661
H -3.29037 3.33729 2.65340
O -0.75389 1.38079 -2.23050
N -0.81691 1.38938 -0.82801
C 0.80666 4.04560 -2.17909
C 2.05857 3.55646 -2.88485
C 2.18012 2.03902 -3.13818
C 3.61017 1.82443 -3.69332
C 3.96665 0.39164 -4.05223
C 1.20909 1.61018 -4.24620
O 1.19274 2.15688 -5.32348
N 0.39566 0.51890 -3.98850
C 0.08893 0.22696 -2.63481
O -0.72437 -0.88959 -2.44965
N 1.18721 0.19550 -1.77708
C 2.03258 1.24419 -1.83157
O 2.75027 1.51850 -0.86300
H 0.82917 5.13259 -2.09269
H 0.76205 3.64988 -1.16018
H -0.10557 3.76902 -2.70822
H 2.93440 3.84361 -2.30168
H 2.14230 4.03780 -3.86026
H 4.30139 2.20445 -2.94024
H 3.69388 2.46023 -4.57574
H 4.02934 -0.23242 -3.16086
H 4.94162 0.35752 -4.53874
H 3.24131 -0.04983 -4.73873
H -0.33611 0.36657 -4.66981
*
```


Record 3
The following is a DFT calculation (ωB97M-V with the def2-TZVPD basis set) of C8H27N9O5Pb as an isolated structure.

The relative energy (zero: lowest compared OMol25 entry of this formula, charge and spin) is 275.8 kJ/mol. The calculation puts the lowest unoccupied orbital energy at -4.9 eV. For the HOMO-LUMO gap, the calculation gives 10.301 eV.

ORCA input file:
```
! RIJCOSX wB97M-V def2-TZVPD def2/J DEFGRID3
* xyz 2 1
Pb 0.15027 -1.16713 0.07981
C 3.31762 0.73427 0.03394
O 2.34099 0.04720 0.42326
N 3.99750 1.53176 0.81145
N 3.76848 0.75222 -1.15221
H 3.60423 1.57903 1.74054
H 4.82699 2.05762 0.57583
H 4.53658 1.39371 -1.28863
H 3.55979 0.02192 -1.81795
C 0.48669 1.85341 -2.25780
O 0.11921 1.00083 -1.41280
N 1.68279 2.27593 -2.36836
N -0.34076 2.33806 -3.12528
H 1.79034 3.16948 -2.82674
H 2.41195 1.84968 -1.81453
H 0.00737 2.87454 -3.90700
H -1.22054 1.84454 -3.17561
C 0.60781 -1.79979 3.64536
O 0.55422 -1.77316 2.40520
N 1.08444 -0.80012 4.27054
N 0.14087 -2.83866 4.28086
H 1.36870 -0.82822 5.23930
H 1.31317 0.05547 3.78501
H 0.23070 -2.87779 5.28610
H -0.39575 -3.58625 3.86464
C 0.14168 -1.91091 -3.66214
O 0.50496 -1.65494 -2.53505
N -0.70467 -2.72913 -4.07011
N 0.67716 -1.23668 -4.60572
H -1.13925 -2.75189 -4.98155
H -1.15098 -3.25859 -3.33487
H 0.29854 -1.33602 -5.53678
H 1.10037 -0.37278 -4.29802
C -4.15700 -0.76281 1.42709
C -3.02025 0.11032 1.00201
C -1.90092 0.16758 2.14972
O -0.60634 0.54885 1.72613
C -0.43508 2.00752 1.44840
N -2.33727 -0.35226 -0.15486
H -3.74510 -1.65840 1.89223
H -4.84464 -1.14694 0.67364
H -4.86932 -0.38992 2.16307
H -3.38420 1.10515 0.74519
H -1.85064 -0.85858 2.51382
H -2.23461 0.64332 3.07190
H 0.63674 2.19462 1.51383
H -0.79279 2.56972 2.31099
H -0.91263 2.36388 0.53568
H -2.64213 0.29669 -0.86622
H -2.57552 -1.29638 -0.42314
*
```


Record 4
The following is a DFT calculation (ωB97M-V with the def2-TZVPD basis set) of C18H26IN2RuSe2 as an isolated structure.

The calculation puts the lowest unoccupied orbital energy (spin up / spin down) at -8.1 / -7.7 eV. For the HOMO-LUMO gap (spin up / spin down), the calculation gives 6.485 / 6.875 eV.

ORCA input file:
```
! RIJCOSX wB97M-V def2-TZVPD def2/J DEFGRID3
* xyz 2 2
Ru -0.14646 0.13259 0.21092
C 2.44740 -2.51038 0.72916
Se 1.88896 -0.80856 1.46886
C 0.95255 -1.50450 3.04338
C -0.41811 -2.03705 2.71882
Se -1.60139 -0.60959 2.09025
C -3.14003 -1.73852 1.73954
H 3.19808 -2.91603 1.40273
H 2.89949 -2.31900 -0.24017
H 1.60508 -3.18826 0.62433
H 0.92795 -0.69184 3.76519
H 1.57530 -2.29926 3.45422
H -0.88148 -2.47422 3.60429
H -0.38810 -2.78796 1.92995
H -3.59092 -1.93767 2.70857
H -2.85117 -2.66899 1.26050
H -3.83505 -1.18065 1.11686
C 1.77751 2.45658 1.25678
N 0.36321 2.06378 1.42584
C -0.01091 2.14208 2.84688
C -0.50400 2.99509 0.66278
C -0.23563 2.81305 -0.78589
C 0.03416 3.85323 -1.65319
C 0.16522 3.59045 -3.01598
C 0.02835 2.29806 -3.50969
C -0.20134 1.24136 -2.64087
C -0.29581 1.49326 -1.26595
H 1.89200 3.52271 1.47176
H 2.11131 2.26769 0.23910
H 2.40590 1.90118 1.94770
H 0.23454 3.12960 3.24742
H 0.54098 1.40106 3.42318
H -1.07621 1.97519 2.97010
H -0.36926 4.03570 0.97860
H -1.53639 2.71973 0.88096
H 0.11707 4.86814 -1.28421
H 0.35685 4.40632 -3.70056
H 0.10035 2.11098 -4.57281
H -0.30207 0.24584 -3.04236
I 1.98644 -2.24185 -4.73541
C 0.53235 -2.28301 -3.26235
C -0.68734 -2.91698 -3.45657
C -1.61517 -2.90089 -2.42759
C -1.30536 -2.23963 -1.25553
N -0.13359 -1.60896 -1.06313
C 0.76379 -1.64072 -2.06056
H -0.90881 -3.41249 -4.39263
H -2.57122 -3.39410 -2.53336
H -2.00290 -2.21970 -0.43579
H 1.70386 -1.13285 -1.88410
*
```


Record 5
The following is a DFT calculation (ωB97M-V with the def2-TZVPD basis set) of one molecule with the formula C3H5NO2.

The relative energy (zero: lowest compared OMol25 entry of this formula, charge and spin) is 441.9 kJ/mol. The calculation puts the lowest unoccupied orbital energy (spin up / spin down) at -0.3 / -0.1 eV. For the HOMO-LUMO gap (spin up / spin down), the calculation gives 8.696 / 9.437 eV.

ORCA input file:
```
! RIJCOSX wB97M-V def2-TZVPD def2/J DEFGRID3
* xyz 0 1
O 1.80615 -0.47197 1.03468
C 0.85961 -0.60321 -0.00205
C -0.45090 -0.08129 0.47770
O -1.58080 1.71750 -0.55055
C -1.46994 0.36022 -0.38514
N -2.11592 -0.65441 -0.68413
H 2.63578 -0.86668 0.73733
H 1.17661 -0.05442 -0.90753
H 0.67760 -1.64382 -0.28817
H -0.53170 0.18114 1.53429
H -1.09325 1.94552 -1.34807
*
```


Record 6
The following is a DFT calculation (ωB97M-V with the def2-TZVPD basis set) of BaH16O8 as an isolated structure.

The relative energy (zero: lowest compared OMol25 entry of this formula, charge and spin) is 75.4 kJ/mol. The calculation puts the lowest unoccupied orbital energy (spin up / spin down) at -9.9 / -18.9 eV. For the HOMO-LUMO gap (spin up / spin down), the calculation gives 12.459 / 3.329 eV.

ORCA input file:
```
! RIJCOSX wB97M-V def2-TZVPD def2/J DEFGRID3
* xyz 3 2
Ba 0.08452 -0.25788 -0.20921
O 1.57388 1.06458 -2.16728
H 1.08063 1.69222 -2.69551
H 2.49165 1.27624 -2.33793
O -2.35562 -1.59806 -0.28575
H -3.27307 -1.64954 -0.01766
H -2.09018 -2.50938 -0.40925
O -1.56298 0.10132 2.01069
H -1.96595 0.61208 2.71281
H -1.53834 -0.79382 2.34883
O 2.82007 -1.16262 -0.07541
H 3.26288 -1.90349 0.33841
H 3.36229 -0.95327 -0.83593
O 0.48073 -2.08152 1.79972
H -0.13487 -2.34595 2.48336
H 1.33970 -2.12677 2.21966
O 1.49037 1.50274 1.36122
H 2.15471 2.12666 1.06864
H 0.95848 1.99438 1.98702
O -1.18735 2.32311 -0.28278
H -1.14899 2.68017 0.60450
H -1.39477 3.07633 -0.83583
O -1.11361 -0.25785 -2.84495
H -1.84358 0.32691 -3.04851
H -1.49060 -1.13658 -2.88885
*
```


no.,molecular weight (Da)
1,837.56
2,752.80
3,536.56
4,656.31
5,87.08
6,281.45